(1)
{
  "formula": "H8O3S2",
  "method": "wB97M-V/def2-TZVPD",
  "relative_energy_kcal_mol": 6.2,
  "largest_force_ev_per_a": 1.30,
  "smiles": "SS.O.O.O",
  "lumo_ha": 0.00501,
  "elements": ["S", "S", "H", "H", "O", "H", "H", "O", "H", "H", "O", "H", "H"],
  "xyz": [[1.65809, -0.20439, 0.84137], [0.66889, -1.81650, 0.17104], [1.51982, 0.75150, -0.09612], [-0.62700, -1.54129, 0.40705], [0.35332, 1.96288, -1.77078], [-0.48993, 2.14818, -1.34664], [0.99681, 2.61582, -1.48967], [-2.75543, -0.54908, -0.71849], [-2.45008, -0.85987, -1.57245], [-3.05332, -1.30472, -0.20814], [-1.81992, 1.84938, 0.68338], [-1.83944, 1.00781, 0.17238], [-1.05252, 1.80851, 1.26097]],
  "atomic_forces_ev_per_a": [[0.377, 0.759, 0.984], [-0.249, -0.697, -0.780], [-0.266, -0.378, -0.426], [0.112, 0.295, 0.208], [0.179, -0.521, -0.308], [0.043, 0.340, 0.311], [-0.247, 0.279, 0.100], [0.115, 0.430, 0.195], [0.012, -0.250, -0.094], [-0.069, -0.164, -0.127], [0.060, -0.443, -0.662], [-0.123, 0.531, 0.614], [0.057, -0.181, -0.016]],
  "lowdin_charge": [0.2309, 0.2399, -0.2246, -0.2312, -0.0703, 0.0159, 0.0358, -0.0488, 0.0551, 0.0507, -0.0766, 0.0003, 0.0230]
}

=====

(2)
{
  "formula": "C3H4F2",
  "method": "wB97M-V/def2-TZVPD",
  "relative_energy_kcal_mol": 29.2,
  "largest_force_ev_per_a": 5.17,
  "smiles": "C=CC(F)F",
  "lumo_ha": 0.03367,
  "elements": ["C", "C", "C", "F", "F", "H", "H", "H", "H"],
  "xyz": [[-0.19522, -1.01151, 0.86964], [-0.59835, 0.20650, 0.39597], [0.33660, 0.75268, -0.64830], [1.49873, -0.08163, -0.71027], [-0.52733, 0.72837, -1.83191], [0.89668, -1.29858, 0.54782], [-0.63097, -1.54171, 1.62518], [-1.60904, 0.46459, 0.51701], [0.82890, 1.78130, -0.76515]],
  "atomic_forces_ev_per_a": [[3.553, 3.045, -2.206], [2.463, -3.372, 0.536], [0.096, 0.855, -1.858], [-1.712, 1.346, -1.174], [1.978, -0.436, 1.064], [-2.634, 0.083, 1.110], [-1.633, -1.431, 1.461], [-0.885, 1.210, 0.059], [-1.226, -1.299, 1.007]],
  "lowdin_charge": [0.0596, -0.0772, -0.2525, -0.0588, -0.0570, 0.1097, 0.0226, 0.0840, 0.1695]
}

=====

(3)
{
  "formula": "C4H7IO2",
  "method": "wB97M-V/def2-TZVPD",
  "relative_energy_kcal_mol": 98.7,
  "largest_force_ev_per_a": 3.98,
  "lumo_ha": -0.04014,
  "elements": ["C", "C", "C", "C", "O", "O", "I", "H", "H", "H", "H", "H", "H", "H"],
  "xyz": [[0.40762, -1.47663, -0.87923], [0.90484, -0.41266, 0.12903], [-0.93829, 1.54851, -0.30915], [-0.06495, -0.08735, 1.17998], [0.98840, -2.49433, -0.22285], [-1.21199, 0.36829, 0.47933], [2.81577, 0.11788, -0.08301], [-0.75979, -1.55958, -0.65578], [0.79404, -1.26255, -1.86963], [-1.89392, 1.94457, -0.56727], [-0.37268, 1.26700, -1.18711], [-0.52042, 2.40720, 0.28835], [0.26658, 0.56842, 1.99398], [-0.41519, -0.92878, 1.70335]],
  "atomic_forces_ev_per_a": [[-2.692, 0.348, 1.247], [0.029, -3.868, -0.938], [-0.330, 0.180, 1.453], [-0.460, 1.161, 0.034], [1.010, 1.649, 1.148], [0.127, 1.508, 0.372], [0.775, 0.488, 0.249], [2.039, 0.580, -1.618], [-0.468, -0.086, -0.597], [-0.796, -0.057, -0.642], [0.318, 0.317, -0.215], [0.356, -1.102, -0.406], [0.187, 0.497, -0.515], [-0.095, -1.615, 0.428]],
  "lowdin_charge": [-0.4647, -0.6895, -0.0727, -0.2706, -0.1424, -0.1975, 1.0597, 0.1553, 0.0901, 0.0774, 0.0839, 0.1124, 0.1315, 0.1270]
}

=====

(4)
{
  "formula": "C4H4O3S",
  "method": "wB97M-V/def2-TZVPD",
  "relative_energy_kcal_mol": 18.9,
  "largest_force_ev_per_a": 1.22,
  "smiles": "C=C(C(=O)O)C(O)=S",
  "lumo_ha": -0.02958,
  "elements": ["C", "C", "C", "O", "O", "C", "O", "S", "H", "H", "H", "H"],
  "xyz": [[1.14382, -0.88153, 0.64260], [0.21410, -0.04476, 0.16015], [-1.12222, 0.08543, 0.86578], [-1.60057, 1.15694, 1.12714], [-1.71532, -1.05496, 1.22740], [0.46713, 0.81678, -1.01300], [-0.66584, 1.18229, -1.59453], [1.94199, 1.24728, -1.57750], [2.12726, -0.93887, 0.20665], [0.95307, -1.50473, 1.48836], [-1.26261, -1.80648, 0.80890], [-0.48081, 1.74260, -2.34195]],
  "atomic_forces_ev_per_a": [[-0.358, 0.652, -0.592], [0.204, -0.678, 0.536], [0.169, 1.196, -0.201], [0.223, -0.649, -0.048], [-0.043, -0.678, -0.076], [0.582, 0.255, -0.317], [-0.515, -0.533, 0.668], [-0.333, -0.102, 0.162], [0.107, 0.077, -0.156], [-0.185, -0.264, 0.467], [-0.169, 0.242, 0.192], [0.317, 0.482, -0.636]],
  "lowdin_charge": [0.1112, -0.2119, -0.4978, 0.1426, 0.1298, -0.8246, 0.0443, 0.7434, 0.0627, 0.0798, 0.1210, 0.0996]
}

=====

| no. | DFT total energy (Ha) |
| --- | --- |
| 1 | -1026.8762 |
| 2 | -316.3693 |
| 3 | -604.6121 |
| 4 | -778.7141 |